(1)
{
  "formula": "C37H35CdN8O3P",
  "method": "the ωB97M-V functional and the def2-TZVPD basis",
  "symbols": ["Cd", "C", "C", "C", "C", "C", "C", "N", "C", "C", "C", "C", "C", "C", "N", "N", "C", "C", "C", "C", "C", "N", "H", "H", "H", "H", "H", "H", "H", "H", "H", "H", "H", "H", "H", "C", "C", "C", "C", "C", "C", "N", "C", "C", "C", "C", "C", "C", "N", "N", "C", "C", "C", "C", "C", "N", "H", "H", "H", "H", "H", "H", "H", "H", "H", "H", "H", "H", "H", "C", "O", "P", "O", "C", "O", "C", "H", "H", "H", "H", "H", "H", "H", "H", "H"],
  "xyz": [[-0.263, -0.213, -0.373], [-5.485, -1.921, 0.494], [-4.480, -2.485, -0.278], [-3.452, -1.703, -0.776], [-3.389, -0.330, -0.510], [-4.397, 0.223, 0.295], [-5.429, -0.560, 0.777], [-2.280, 0.381, -0.940], [-2.360, 1.692, -1.327], [-3.518, 2.272, -1.881], [-3.551, 3.586, -2.302], [-2.425, 4.395, -2.200], [-1.267, 3.857, -1.665], [-1.220, 2.539, -1.233], [-0.031, 1.991, -0.673], [0.798, 2.841, -0.181], [1.953, 2.461, 0.324], [2.707, 3.324, 1.157], [3.530, 2.829, 2.127], [3.454, 1.419, 2.426], [2.862, 0.553, 1.589], [2.414, 1.065, 0.306], [-6.293, -2.530, 0.876], [-4.498, -3.545, -0.500], [-2.667, -2.146, -1.382], [-4.345, 1.273, 0.553], [-6.193, -0.106, 1.396], [-4.401, 1.655, -1.978], [-4.468, 3.983, -2.722], [-2.448, 5.424, -2.530], [-0.378, 4.465, -1.561], [2.524, 4.386, 1.059], [4.066, 3.491, 2.790], [3.757, 1.065, 3.402], [2.559, -0.454, 1.841], [-2.512, 1.499, 4.381], [-1.353, 1.999, 3.804], [-0.585, 1.202, 2.973], [-0.958, -0.116, 2.715], [-2.148, -0.600, 3.261], [-2.909, 0.199, 4.096], [-0.205, -0.867, 1.800], [0.102, -2.133, 2.014], [0.133, -2.750, 3.317], [0.595, -4.015, 3.488], [1.034, -4.818, 2.400], [0.980, -4.302, 1.143], [0.512, -2.981, 0.922], [0.331, -2.467, -0.320], [0.630, -3.134, -1.358], [0.365, -2.431, -2.550], [0.264, -3.183, -3.721], [-0.024, -2.527, -4.899], [-0.198, -1.147, -4.886], [-0.061, -0.482, -3.682], [0.234, -1.107, -2.545], [-3.114, 2.124, 5.027], [-1.049, 3.021, 3.992], [0.308, 1.599, 2.506], [-2.491, -1.593, 2.995], [-3.831, -0.190, 4.506], [-0.178, -2.163, 4.169], [0.636, -4.427, 4.490], [1.386, -5.825, 2.577], [1.271, -4.884, 0.280], [0.393, -4.254, -3.668], [-0.124, -3.085, -5.821], [-0.438, -0.598, -5.784], [-0.194, 0.592, -3.608], [5.525, 1.576, -0.394], [4.657, 0.720, -1.170], [3.128, 0.446, -1.004], [2.395, 0.916, -2.280], [2.427, 2.257, -2.817], [2.948, -1.089, -1.000], [3.896, -2.107, -0.621], [6.342, 1.845, -1.057], [5.891, 1.020, 0.463], [4.983, 2.460, -0.061], [2.407, 2.144, -3.898], [3.340, 2.767, -2.510], [1.550, 2.789, -2.457], [3.657, -2.980, -1.223], [3.755, -2.335, 0.434], [4.911, -1.766, -0.819]],
  "forces_ev_per_angstrom": [[-0.433, 0.013, 0.188], [-0.039, 0.008, 0.043], [0.004, -0.024, -0.008], [0.004, -0.059, 0.002], [0.064, -0.043, 0.145], [0.014, 0.054, -0.116], [-0.027, -0.066, -0.006], [0.222, 0.173, -0.007], [-0.047, 0.196, -0.033], [0.032, -0.077, 0.000], [-0.008, 0.071, -0.008], [-0.025, -0.030, -0.006], [-0.051, 0.080, -0.093], [0.093, -0.039, 0.172], [0.238, 0.124, -0.083], [-0.184, -0.182, 0.088], [-0.169, -0.124, -0.213], [0.253, 0.060, 0.270], [-0.148, 0.123, -0.182], [-0.086, -0.179, -0.080], [0.017, 0.158, 0.085], [0.034, -0.104, 0.077], [-0.020, -0.015, 0.015], [-0.006, -0.029, -0.008], [-0.012, 0.008, -0.006], [-0.009, 0.024, -0.001], [-0.026, 0.013, 0.031], [-0.019, -0.010, 0.004], [-0.008, 0.004, -0.011], [-0.007, 0.037, -0.018], [0.020, 0.014, 0.012], [-0.012, 0.032, 0.003], [0.031, 0.027, 0.003], [0.030, -0.019, 0.025], [0.037, -0.045, 0.002], [-0.024, -0.010, 0.009], [-0.011, 0.030, 0.010], [-0.018, -0.026, 0.040], [-0.046, 0.114, -0.003], [0.049, -0.026, -0.005], [-0.007, 0.053, 0.028], [0.033, -0.079, -0.295], [0.040, -0.067, 0.202], [-0.025, 0.086, -0.019], [-0.015, 0.004, 0.065], [0.010, 0.017, -0.135], [0.035, -0.039, 0.089], [0.033, -0.102, -0.188], [0.268, -0.250, -0.263], [-0.051, 0.100, 0.399], [0.050, -0.085, -0.088], [0.028, 0.085, 0.019], [-0.004, 0.023, -0.001], [0.014, 0.029, 0.028], [0.003, 0.012, -0.071], [-0.088, -0.144, 0.054], [-0.015, 0.013, 0.008], [0.001, 0.017, 0.012], [0.074, 0.003, -0.020], [0.019, -0.031, 0.001], [-0.039, -0.005, 0.014], [-0.011, 0.006, 0.006], [-0.003, 0.012, 0.005], [0.001, -0.010, -0.015], [0.005, -0.009, -0.014], [-0.002, -0.036, 0.007], [-0.004, 0.005, -0.015], [-0.010, 0.009, -0.021], [-0.023, 0.009, -0.012], [-0.120, 0.083, 0.040], [-0.027, -0.118, -0.130], [-0.151, -0.037, 0.023], [0.180, -0.097, 0.048], [0.024, 0.086, -0.085], [-0.013, 0.157, -0.073], [0.000, -0.013, 0.038], [-0.012, 0.014, 0.022], [0.012, 0.014, 0.031], [0.062, -0.043, 0.032], [-0.005, 0.030, 0.040], [-0.008, 0.019, -0.031], [0.053, -0.005, -0.079], [-0.005, 0.046, 0.018], [0.028, 0.004, -0.025], [-0.036, -0.027, 0.014]],
  "mulliken_charge": [3.2471, -0.5637, -0.7859, -0.0773, -0.5273, 0.4140, -0.8258, -0.0620, -0.4862, -0.5284, -0.6549, -0.8498, -0.7188, -0.3821, 1.9372, -0.9818, -0.4466, -1.1190, -1.0424, -0.6302, -0.7006, 2.4610, 0.3982, 0.4160, 0.3330, 0.5387, 0.3681, 0.5071, 0.3972, 0.3837, 0.4091, 0.5450, 0.4330, 0.5050, 0.0652, -0.5912, -0.8679, 0.0631, -0.7537, 0.3636, -0.8158, 0.8339, -0.2016, -0.8880, -0.5363, -0.7999, -0.7009, 0.0026, 1.7078, -1.4209, -0.2298, -0.8439, -0.3111, -1.0971, -0.6377, 0.3593, 0.3984, 0.4359, 0.1848, 0.5213, 0.3865, 0.4693, 0.4195, 0.4187, 0.4660, 0.5375, 0.4042, 0.4587, 0.4751, -0.6408, -0.3006, -0.0074, -0.1472, -0.7198, -0.0490, -0.8956, 0.3252, 0.2825, 0.2662, 0.2564, 0.2991, 0.2126, 0.2583, 0.2986, 0.3754],
  "orbital_gap_ev": 5.009,
  "max_force_ha_per_bohr": 0.0092
}



(2)
{
  "formula": "C37H35CoN4Si",
  "method": "the ωB97M-V functional and the def2-TZVPD basis",
  "symbols": ["Co", "C", "C", "C", "C", "C", "C", "C", "N", "N", "C", "C", "C", "C", "C", "C", "N", "C", "C", "C", "C", "C", "C", "N", "H", "H", "H", "H", "H", "H", "H", "H", "H", "H", "H", "H", "H", "H", "H", "H", "H", "H", "H", "H", "C", "C", "C", "C", "C", "C", "Si", "C", "C", "C", "C", "C", "C", "C", "C", "C", "C", "C", "C", "H", "H", "H", "H", "H", "H", "H", "H", "H", "H", "H", "H", "H", "H", "H"],
  "xyz": [[0.125, -0.369, 1.091], [-0.523, 2.514, 1.089], [0.852, 2.749, 1.708], [2.006, 1.884, 1.261], [3.243, 2.461, 1.011], [4.355, 1.660, 0.812], [4.208, 0.287, 0.869], [2.941, -0.222, 1.070], [1.858, 0.547, 1.247], [-1.165, 1.284, 1.583], [-1.486, 1.342, 3.015], [-0.511, 0.580, 3.884], [-0.423, 0.865, 5.240], [0.414, 0.103, 6.037], [1.141, -0.923, 5.453], [1.000, -1.136, 4.098], [0.194, -0.405, 3.321], [-2.356, 0.924, 0.803], [-2.657, -0.546, 0.943], [-3.932, -1.055, 0.775], [-4.135, -2.417, 0.907], [-3.057, -3.225, 1.230], [-1.814, -2.644, 1.364], [-1.607, -1.334, 1.207], [-0.433, 2.446, 0.008], [-1.151, 3.385, 1.320], [0.775, 2.630, 2.795], [1.121, 3.790, 1.534], [3.340, 3.539, 1.014], [5.324, 2.106, 0.623], [5.045, -0.383, 0.733], [2.775, -1.292, 1.104], [-2.466, 0.888, 3.176], [-1.559, 2.379, 3.357], [-1.009, 1.673, 5.660], [0.497, 0.307, 7.097], [1.807, -1.544, 6.038], [1.554, -1.928, 3.605], [-2.156, 1.125, -0.245], [-3.231, 1.518, 1.093], [-4.753, -0.386, 0.551], [-5.122, -2.840, 0.771], [-3.172, -4.292, 1.361], [-0.943, -3.240, 1.611], [-3.312, -3.142, -2.932], [-2.310, -3.587, -2.078], [-1.341, -2.702, -1.626], [-1.329, -1.360, -2.023], [-2.341, -0.939, -2.894], [-3.326, -1.817, -3.338], [0.099, -0.258, -1.450], [1.692, -1.058, -2.088], [2.918, -0.412, -1.892], [4.101, -0.912, -2.422], [4.083, -2.083, -3.168], [2.881, -2.742, -3.377], [1.701, -2.235, -2.844], [-0.054, 1.434, -2.316], [-1.247, 2.174, -2.341], [-1.331, 3.422, -2.945], [-0.213, 3.978, -3.551], [0.974, 3.262, -3.563], [1.048, 2.012, -2.958], [-4.067, -3.832, -3.291], [-2.286, -4.624, -1.764], [-0.558, -3.065, -0.965], [-2.351, 0.080, -3.261], [-4.095, -1.468, -4.016], [2.949, 0.510, -1.320], [5.035, -0.384, -2.265], [5.002, -2.477, -3.586], [2.857, -3.644, -3.977], [0.775, -2.763, -3.029], [-2.153, 1.771, -1.909], [-2.273, 3.957, -2.945], [-0.273, 4.951, -4.021], [1.849, 3.671, -4.053], [1.984, 1.474, -3.014]],
  "forces_ev_per_angstrom": [[-0.170, 0.182, 0.647], [0.005, 0.010, 0.099], [-0.071, -0.081, -0.011], [-0.083, 0.035, 0.161], [0.021, 0.076, 0.126], [0.087, -0.019, -0.042], [0.086, -0.010, 0.253], [0.022, 0.057, 0.323], [0.210, -0.046, -0.783], [-0.119, 0.064, -0.098], [0.186, -0.176, -0.037], [-0.031, -0.016, 0.060], [0.036, -0.025, 0.049], [-0.032, 0.037, -0.016], [-0.004, 0.015, 0.092], [0.029, -0.054, -0.139], [-0.018, 0.041, -0.399], [-0.009, -0.018, 0.098], [-0.043, 0.020, 0.057], [-0.038, 0.040, 0.083], [-0.025, -0.025, -0.007], [-0.048, -0.019, 0.096], [0.095, -0.009, 0.209], [-0.017, 0.095, -0.520], [-0.023, -0.030, -0.004], [-0.025, 0.002, -0.018], [0.065, 0.094, -0.003], [0.018, 0.001, 0.000], [-0.050, -0.032, -0.029], [-0.029, -0.011, 0.012], [-0.028, -0.001, 0.000], [-0.027, -0.014, -0.179], [-0.044, 0.020, -0.011], [-0.022, 0.015, 0.026], [0.021, -0.009, -0.012], [0.007, -0.005, -0.020], [-0.017, -0.001, -0.038], [-0.015, 0.051, -0.017], [0.072, 0.017, -0.001], [-0.016, 0.014, -0.037], [0.018, -0.009, -0.008], [0.029, 0.006, -0.001], [0.013, 0.014, 0.001], [-0.002, 0.010, -0.086], [0.009, -0.037, 0.015], [0.050, 0.039, 0.031], [-0.062, 0.016, -0.092], [-0.022, 0.099, -0.275], [-0.009, -0.153, 0.014], [0.030, 0.063, 0.041], [0.023, -0.486, 1.048], [-0.042, 0.092, -0.267], [0.026, -0.083, -0.069], [-0.050, 0.015, 0.030], [0.043, 0.009, 0.031], [-0.057, 0.004, 0.009], [0.123, 0.047, 0.055], [0.020, 0.065, -0.023], [0.102, 0.037, -0.110], [-0.016, -0.018, 0.033], [0.002, 0.005, 0.010], [0.013, -0.015, 0.022], [-0.088, 0.052, 0.001], [0.016, 0.022, 0.013], [0.005, 0.011, -0.020], [-0.039, -0.011, -0.059], [0.004, -0.031, -0.028], [0.020, 0.005, 0.004], [-0.012, -0.044, -0.194], [-0.029, -0.014, 0.009], [-0.038, 0.024, -0.007], [-0.004, -0.007, 0.042], [-0.004, 0.015, -0.067], [-0.015, 0.026, -0.066], [0.026, -0.027, -0.013], [0.004, -0.035, 0.008], [-0.026, -0.013, 0.009], [-0.015, 0.021, -0.015]],
  "lowdin_spin": [1.1279, -0.0009, -0.0001, -0.0052, -0.0004, -0.0036, 0.0011, 0.0054, -0.0108, 0.0335, 0.0027, 0.0007, 0.0003, -0.0006, 0.0002, 0.0013, 0.0050, -0.0023, -0.0031, -0.0001, -0.0028, 0.0001, 0.0011, -0.0104, -0.0011, 0.0009, -0.0002, 0.0000, 0.0000, -0.0002, 0.0000, 0.0058, 0.0001, 0.0008, 0.0001, 0.0000, 0.0000, 0.0007, -0.0015, 0.0007, 0.0001, -0.0002, 0.0000, 0.0019, -0.0034, 0.0004, -0.0028, -0.0119, -0.0045, 0.0001, -0.0780, -0.0082, -0.0023, 0.0002, -0.0025, 0.0000, -0.0034, -0.0152, -0.0045, 0.0004, -0.0051, 0.0003, -0.0058, -0.0002, 0.0001, 0.0008, -0.0003, 0.0000, -0.0002, 0.0001, -0.0002, 0.0000, -0.0002, -0.0002, 0.0001, -0.0003, 0.0001, -0.0003],
  "multiplicity": 2,
  "s_squared": 0.834,
  "orbital_gap_ev": [7.331, 7.439],
  "max_force_ha_per_bohr": 0.0225,
  "charge": 1
}



Calculated values (kcal per mole) of energy relative to the best compared isomer or geometry (same formula, charge and spin) for the records, taken in order: 34.5; 2.8.